No. 1
{"formula": "C4H9NO", "method": "ωB97M-V with the def2-TZVPD basis set", "elements": ["O", "N", "C", "C", "C", "C", "H", "H", "H", "H", "H", "H", "H", "H", "H"], "coordinates": [[0.22, 1.36, 0.04], [0.29, 0.13, 0.16], [-2.35, 0.44, 0.11], [1.35, -0.56, 0.24], [-1.56, -0.75, -0.18], [2.66, 0.14, -0.14], [1.34, -1.72, 0.26], [-1.44, -1.06, -1.28], [-1.75, 1.35, 0.48], [2.44, 0.95, -0.75], [-1.55, -1.53, 0.67], [-2.97, 0.94, -0.77], [3.03, 0.50, 0.84], [-3.06, 0.37, 0.91], [3.36, -0.57, -0.58]], "molar_mass_g_mol": 87.12, "homo_energy_ev": [-8.54, -8.55], "e_above_lowest_kcal_mol": 121.6, "lumo_energy_ha": [0.027, 0.027], "fmax_ev_per_a": 3.76}

No. 2
{"formula": "C5H8N2", "method": "ωB97M-V with the def2-TZVPD basis set", "elements": ["N", "N", "C", "C", "C", "C", "C", "H", "H", "H", "H", "H", "H", "H", "H"], "coordinates": [[-0.86, -0.10, 0.03], [0.15, -2.00, 0.57], [1.00, -1.32, -0.30], [-0.91, -1.37, 0.73], [-0.94, 1.24, 0.36], [0.56, 1.19, -0.16], [0.31, -0.11, -0.85], [-1.67, 1.88, -0.08], [-1.73, -1.53, 1.38], [2.00, -0.95, -0.07], [1.15, -2.00, -1.13], [0.11, 0.18, -1.82], [0.80, 2.09, -0.85], [-1.08, 1.63, 1.33], [1.11, 1.17, 0.88]], "molar_mass_g_mol": 96.13, "homo_energy_ev": -7.89, "e_above_lowest_kcal_mol": 89.6, "lumo_energy_ha": 0.040, "fmax_ev_per_a": 7.17}

No. 3
{"formula": "C36H33N6O4S2SbSe4Zn", "method": "ωB97M-V with the def2-TZVPD basis set", "elements": ["Sb", "Se", "Se", "Se", "Se", "Zn", "S", "S", "O", "O", "O", "O", "N", "N", "N", "N", "N", "N", "C", "C", "C", "C", "C", "C", "C", "C", "C", "C", "C", "C", "C", "C", "C", "C", "C", "C", "C", "C", "C", "C", "C", "C", "C", "C", "C", "C", "C", "C", "C", "C", "C", "C", "C", "C", "H", "H", "H", "H", "H", "H", "H", "H", "H", "H", "H", "H", "H", "H", "H", "H", "H", "H", "H", "H", "H", "H", "H", "H", "H", "H", "H", "H", "H", "H", "H", "H", "H"], "coordinates": [[0.09, 2.27, -3.24], [0.05, 4.25, -1.84], [2.31, 1.56, -3.92], [-0.57, 0.35, -1.49], [-1.66, 1.90, -4.85], [0.55, 0.16, 0.76], [2.21, -2.67, 0.76], [2.24, -2.54, 4.01], [-2.54, 0.36, 3.36], [-0.96, -0.26, 1.92], [1.99, -2.41, -0.64], [3.53, -3.06, 1.19], [1.64, -1.40, 1.55], [1.67, 1.84, 0.82], [7.43, 7.02, -3.50], [1.70, -0.09, 3.47], [-1.61, -6.99, 2.24], [3.10, 3.38, 0.20], [1.85, -1.25, 2.89], [-1.29, -2.15, -2.61], [2.39, 2.30, -0.18], [-2.82, 0.95, 1.07], [4.63, 5.06, -2.70], [-2.66, 2.29, 0.74], [-3.61, -2.72, -2.95], [-0.27, -3.70, 1.25], [3.74, 4.32, -1.94], [-0.17, -1.17, -2.68], [1.87, -0.19, 4.83], [-1.08, -3.43, -2.09], [0.67, -6.23, 1.91], [-4.83, 2.56, -2.37], [2.78, 3.63, 1.53], [-3.39, -3.99, -2.43], [-3.74, -1.35, 0.60], [4.00, 4.13, -0.59], [-2.07, 0.33, 2.23], [1.10, -3.97, 1.23], [6.02, 5.42, -0.76], [2.16, -1.41, 5.31], [5.76, 5.61, -2.11], [-4.31, 0.66, -0.79], [1.91, 2.67, 1.89], [6.68, 6.40, -2.89], [-0.70, -5.97, 1.93], [-4.16, 2.00, -1.14], [-1.73, 3.18, 1.52], [-3.33, 2.80, -0.37], [-3.64, 0.12, 0.29], [-2.58, -1.81, -3.04], [5.14, 4.67, 0.00], [1.57, -5.23, 1.56], [-1.16, -4.70, 1.59], [-2.12, -4.34, -1.99], [2.63, -5.41, 1.56], [5.34, 4.48, 1.05], [-2.49, -6.65, 2.59], [2.84, 3.91, -2.39], [-4.40, -1.85, -0.11], [-1.93, -5.32, -1.57], [0.77, -1.61, -2.35], [4.43, 5.20, -3.76], [-2.22, -4.48, 1.61], [-1.23, -7.70, 2.85], [-5.69, 1.95, -2.66], [-2.75, -1.82, 0.52], [-2.17, 4.17, 1.66], [3.19, 4.48, 2.06], [1.04, -7.22, 2.17], [-0.08, -3.69, -1.75], [2.35, -1.71, 6.33], [-0.63, -2.70, 1.03], [-4.12, 2.57, -3.21], [6.91, 5.84, -0.31], [-1.49, 2.76, 2.50], [-4.93, 0.01, -1.40], [-0.80, 3.33, 0.96], [-2.74, -0.81, -3.43], [1.42, 2.50, 2.84], [-3.17, 3.83, -0.65], [-0.04, -0.74, -3.67], [-4.21, -4.70, -2.35], [1.76, 0.70, 5.43], [-5.17, 3.58, -2.21], [-4.60, -2.44, -3.29], [-4.10, -1.52, 1.62], [2.45, 1.87, -1.18]], "total_charge": -2, "molar_mass_g_mol": 1180.82, "homo_energy_ev": -2.51, "e_above_lowest_kcal_mol": 0.0, "lumo_energy_ha": 0.135, "fmax_ev_per_a": 0.51}

No. 4
{"formula": "C2H12O4", "method": "ωB97M-V with the def2-TZVPD basis set", "elements": ["O", "O", "O", "O", "C", "C", "H", "H", "H", "H", "H", "H", "H", "H", "H", "H", "H", "H"], "coordinates": [[-1.31, -2.58, -2.27], [-1.68, 0.21, 0.87], [-0.51, 0.55, -1.86], [-0.62, -2.15, 0.43], [1.74, 1.41, 1.65], [2.30, 2.33, 0.88], [2.18, 0.44, 1.88], [0.37, 0.23, -2.04], [-1.64, 0.52, 1.77], [-1.46, 0.73, 0.09], [0.66, 1.45, 1.74], [-1.09, -1.28, 0.57], [1.69, 3.13, 0.45], [-0.76, -2.70, 1.19], [3.35, 2.52, 0.68], [-1.42, -2.04, -1.46], [-0.75, -3.26, -1.93], [-1.04, 0.50, -2.64]], "molar_mass_g_mol": 100.11, "smiles": "C=C.O.O.O.O", "homo_energy_ev": -10.27, "e_above_lowest_kcal_mol": 33.4, "lumo_energy_ha": 0.020, "fmax_ev_per_a": 1.71}

No. 5
{"formula": "CHFNO3S", "method": "ωB97M-V with the def2-TZVPD basis set", "elements": ["S", "F", "O", "O", "O", "N", "C", "H"], "coordinates": [[-0.19, 1.10, 0.38], [0.54, -0.48, -2.29], [-1.45, 0.72, 1.06], [-0.27, 2.13, -0.62], [0.99, 1.08, 1.25], [0.16, -1.68, -0.03], [0.08, -0.53, -0.41], [0.14, -2.33, 0.65]], "total_charge": -1, "molar_mass_g_mol": 126.09, "homo_energy_ev": -6.06, "e_above_lowest_kcal_mol": 61.2, "lumo_energy_ha": 0.143, "fmax_ev_per_a": 6.39}

No. 6
{"formula": "C6H10N2O2", "method": "ωB97M-V with the def2-TZVPD basis set", "elements": ["O", "O", "N", "N", "C", "C", "C", "C", "C", "C", "H", "H", "H", "H", "H", "H", "H", "H", "H", "H"], "coordinates": [[0.08, -0.24, -2.89], [0.65, -1.21, 2.41], [-0.74, 1.67, -2.11], [-0.90, 1.54, 1.23], [1.42, -0.79, -0.07], [-0.69, -1.08, 0.15], [0.18, 0.01, -0.55], [0.45, -0.73, 1.14], [-0.03, 0.63, -1.88], [0.24, 0.77, 0.80], [-0.66, -2.08, -0.30], [-0.82, 2.23, -1.26], [2.36, -0.22, 0.01], [1.14, 1.39, 0.92], [1.57, -1.77, -0.53], [-0.71, 2.01, 2.11], [0.75, -2.17, 2.39], [-1.74, 0.99, 1.35], [-0.83, -0.16, -3.35], [-1.72, -0.80, 0.42]], "molar_mass_g_mol": 142.16, "homo_energy_ev": -9.41, "e_above_lowest_kcal_mol": 69.0, "lumo_energy_ha": 0.022, "fmax_ev_per_a": 3.09}

No. 7
{"formula": "C7H66N2O28P", "method": "ωB97M-V with the def2-TZVPD basis set", "elements": ["P", "O", "O", "O", "O", "O", "O", "O", "O", "O", "O", "O", "O", "O", "O", "O", "O", "O", "O", "O", "O", "O", "O", "O", "O", "O", "O", "O", "O", "N", "N", "C", "C", "C", "C", "C", "C", "C", "H", "H", "H", "H", "H", "H", "H", "H", "H", "H", "H", "H", "H", "H", "H", "H", "H", "H", "H", "H", "H", "H", "H", "H", "H", "H", "H", "H", "H", "H", "H", "H", "H", "H", "H", "H", "H", "H", "H", "H", "H", "H", "H", "H", "H", "H", "H", "H", "H", "H", "H", "H", "H", "H", "H", "H", "H", "H", "H", "H", "H", "H", "H", "H", "H", "H"], "coordinates": [[0.67, -0.58, -2.73], [-3.29, -1.69, -4.11], [1.50, 4.78, 4.30], [0.40, -1.93, -1.96], [2.73, -6.38, 0.77], [-3.50, -4.03, 6.09], [1.28, 0.25, 1.51], [-0.59, -2.00, 1.29], [-7.44, 2.91, -1.49], [5.38, 7.38, 2.66], [-6.46, 3.11, 1.67], [-5.69, 1.70, -3.14], [4.43, -10.18, -0.51], [0.83, -4.68, 2.30], [6.79, -4.22, 3.55], [1.29, -4.82, -1.53], [-0.47, 0.26, 4.97], [5.34, -7.34, -0.48], [4.56, 5.52, 0.51], [-1.71, -2.17, 3.94], [0.32, -3.10, 5.70], [-1.36, -4.12, -4.64], [-2.84, 2.86, -5.47], [0.16, -0.65, -4.07], [7.30, -6.66, 1.87], [2.25, -0.37, -2.73], [-4.42, 4.06, -3.68], [0.60, 3.05, 1.99], [-5.35, 4.57, -0.64], [1.46, 4.96, -0.57], [-0.04, 0.81, -1.87], [-1.86, 3.05, -1.51], [-2.22, 1.68, -0.89], [0.02, 4.58, -2.40], [-1.44, 0.47, -1.41], [-0.37, 3.19, -1.84], [1.37, 4.89, -1.80], [-0.01, 2.03, -2.76], [-2.48, -1.19, -4.24], [-0.65, -1.89, 0.33], [-1.16, -2.03, 4.72], [4.91, 6.28, 1.00], [-5.91, 3.25, 2.45], [-2.72, 3.79, -5.26], [4.84, -10.64, 0.23], [0.32, -0.24, 5.24], [-3.01, -3.40, 5.56], [0.54, 0.97, -1.04], [-1.26, -1.68, 3.24], [2.49, 0.09, -1.91], [5.87, -7.15, 0.31], [1.26, -4.78, -2.49], [-2.13, 3.87, -0.85], [-1.96, -0.09, -2.18], [5.82, -6.91, -1.19], [-5.17, 5.49, -0.42], [2.77, -5.71, 0.08], [-1.09, 0.10, 5.69], [-0.81, 1.90, -3.49], [2.24, 5.02, -2.45], [-2.20, 1.75, 0.19], [1.26, -2.31, -1.66], [-3.26, 1.49, -1.15], [5.05, 8.28, 2.78], [2.42, 5.15, -0.29], [0.05, 4.64, -3.49], [0.53, -3.76, 5.03], [5.86, -4.49, 3.53], [-0.72, 5.28, -2.03], [1.12, 3.62, 1.40], [7.70, -7.12, 2.62], [-3.02, -2.47, -3.61], [-4.87, 4.41, -1.46], [5.24, 6.96, 3.51], [-4.54, 3.28, -4.25], [-4.42, -3.87, 5.87], [0.60, 4.97, 4.00], [1.10, -0.26, 2.30], [5.26, 4.86, 0.59], [0.95, 2.16, -3.25], [-6.68, 3.17, -0.96], [2.02, 5.49, 3.90], [-2.41, 3.22, -2.45], [-8.08, 2.56, -0.85], [7.44, -5.73, 2.06], [-5.97, 3.55, 0.95], [-5.31, 4.41, -3.58], [0.55, -3.51, 6.53], [-4.95, 1.98, -2.59], [-1.24, -3.19, -4.43], [0.20, 3.02, -0.92], [6.78, -3.38, 4.02], [-6.32, 1.34, -2.52], [4.59, -9.25, -0.34], [-1.02, -2.85, 1.46], [0.94, 1.14, 1.71], [1.39, -5.40, 1.96], [0.88, -3.99, 1.62], [3.29, -7.09, 0.42], [-2.34, 2.73, -6.28], [-1.32, -0.22, -0.58], [0.85, -5.65, -1.32], [1.07, 3.10, 2.83], [-0.86, -4.24, -5.46]], "total_charge": 1, "molar_mass_g_mol": 657.56, "homo_energy_ev": -12.26, "lumo_energy_ha": -0.111, "fmax_ev_per_a": 2.27}

No. 8
{"formula": "C12H30KO6", "method": "ωB97M-V with the def2-TZVPD basis set", "elements": ["K", "O", "O", "O", "O", "O", "O", "C", "C", "C", "C", "C", "C", "C", "C", "C", "C", "C", "C", "H", "H", "H", "H", "H", "H", "H", "H", "H", "H", "H", "H", "H", "H", "H", "H", "H", "H", "H", "H", "H", "H", "H", "H", "H", "H", "H", "H", "H", "H"], "coordinates": [[-0.33, 0.73, 0.20], [0.51, -1.79, -0.86], [1.51, 2.01, -1.58], [-0.59, 0.46, 2.86], [-1.46, 2.75, -1.80], [-2.01, -1.63, 0.31], [1.57, -0.79, 1.91], [1.45, -1.92, -1.90], [0.86, 3.13, -2.22], [0.09, -0.39, 3.76], [1.52, -0.57, 3.31], [-0.46, 2.69, -2.79], [2.88, 1.91, -1.90], [-1.11, -2.70, 0.60], [-1.88, 0.83, 3.36], [-2.77, 2.59, -2.31], [-0.17, -2.99, -0.54], [2.92, -0.82, 1.45], [-3.20, -2.00, -0.34], [0.52, -3.75, -0.15], [-1.64, -3.61, 0.90], [1.04, -2.29, -2.84], [2.86, -1.03, 0.39], [3.03, 1.48, -2.90], [-3.10, 1.55, -2.25], [1.50, 3.53, -3.01], [1.99, -1.43, 3.80], [3.51, -1.56, 1.99], [0.71, 3.85, -1.41], [-3.00, -2.60, -1.23], [-0.40, -1.37, 3.84], [-3.46, 3.20, -1.72], [-0.38, 1.68, -3.22], [3.36, 1.23, -1.19], [-3.90, -2.50, 0.33], [-1.93, 0.77, 4.44], [-0.69, -3.38, -1.42], [-2.86, 2.94, -3.34], [-0.69, 3.31, -3.67], [2.13, 0.30, 3.58], [1.90, -0.94, -2.06], [-2.64, 0.20, 2.88], [3.39, 0.16, 1.60], [2.28, -2.58, -1.62], [-0.55, -2.34, 1.46], [0.12, 0.05, 4.77], [-2.11, 1.84, 3.03], [-3.73, -1.10, -0.66], [3.40, 2.87, -1.87]], "total_charge": 1, "molar_mass_g_mol": 309.46, "homo_energy_ev": -12.83, "e_above_lowest_kcal_mol": 0.4, "lumo_energy_ha": -0.077, "fmax_ev_per_a": 1.23}

Q: Which total energy values were calculated for the entries above? A: -287.63870 -304.69272 -14443.14463 -384.30766 -817.22977 -494.53378 -2863.75024 -1526.33773, in a.u..